[1]
{
  "formula": "C5H13NO3",
  "method": "wB97M-V/def2-TZVPD",
  "smiles": "CN[C@@H](C=O)CCO.O",
  "lumo_ev": 0.7,
  "symbols": ["C", "N", "C", "C", "C", "O", "C", "O", "H", "H", "H", "H", "H", "H", "H", "H", "H", "H", "H", "H", "H", "O"],
  "positions_angstrom": [[1.3571, 0.1739, 1.9630], [0.8991, 0.1625, 0.5945], [-0.2609, 0.9825, 0.3445], [-0.9902, 0.6068, -0.9429], [-1.8100, -0.6490, -0.8151], [-0.9007, -1.7825, -0.5754], [0.0435, 2.4800, 0.3606], [-0.8002, 3.3184, 0.4994], [0.5606, -0.2152, 2.6102], [2.2847, -0.3879, 2.0726], [1.5579, 1.1635, 2.4146], [1.6503, 0.1776, -0.0790], [-0.9579, 0.7886, 1.1506], [-1.6018, 1.4500, -1.2761], [-0.2908, 0.4250, -1.7525], [-2.2765, -0.9629, -1.7477], [-2.5067, -0.6608, 0.0106], [-0.2628, -1.5022, 0.1020], [1.1222, 2.7106, 0.2142], [0.4171, -2.2736, -1.6452], [1.6082, -3.2690, -1.4263], [1.1578, -2.7361, -2.0768]]
}

[2]
{
  "formula": "C60H84FeN7O4PS2Se",
  "method": "wB97M-V/def2-TZVPD",
  "multiplicity": 5,
  "s2": 6.012,
  "total_charge": -2,
  "lumo_ev": [3.5, 3.5],
  "symbols": ["Fe", "C", "C", "C", "C", "C", "C", "C", "Se", "C", "C", "C", "C", "C", "C", "O", "C", "C", "C", "C", "C", "C", "C", "C", "C", "O", "C", "C", "C", "C", "C", "C", "H", "H", "H", "H", "H", "H", "H", "H", "H", "H", "H", "H", "H", "H", "H", "H", "H", "H", "H", "H", "H", "H", "H", "H", "H", "H", "H", "H", "H", "H", "H", "H", "H", "H", "H", "H", "H", "H", "H", "H", "O", "C", "C", "C", "C", "C", "C", "C", "O", "N", "N", "C", "S", "C", "C", "S", "H", "H", "H", "H", "H", "H", "H", "H", "H", "N", "P", "N", "C", "C", "C", "C", "C", "N", "C", "C", "C", "C", "C", "N", "C", "C", "C", "C", "C", "H", "H", "H", "H", "H", "H", "H", "H", "H", "H", "H", "H", "H", "H", "H", "H", "H", "H", "H", "H", "H", "H", "H", "H", "H", "H", "H", "H", "H", "H", "N", "C", "C", "C", "C", "C", "C", "C", "H", "H", "H", "H", "H"],
  "positions_angstrom": [[0.1763, 0.1127, 0.1367], [2.6826, -6.2565, 3.3925], [1.8150, -5.4515, 4.3651], [0.8204, -6.4121, 5.0339], [2.7387, -4.8644, 5.4426], [1.0837, -4.3040, 3.6791], [1.2599, -3.9815, 2.3443], [0.6565, -2.8642, 1.8021], [0.9579, -2.5897, -0.1023], [-0.7508, -3.3075, -0.6948], [-0.9085, -4.6482, -0.9738], [-2.1565, -5.1549, -1.3174], [-3.2235, -4.2565, -1.3389], [-3.0957, -2.9110, -1.0666], [-1.8074, -2.3605, -0.7622], [-1.6000, -1.1222, -0.5718], [-4.2947, -1.9749, -1.0448], [-4.0742, -0.8395, -2.0488], [-5.6128, -2.6742, -1.3977], [-4.4163, -1.3882, 0.3675], [-2.3206, -6.6337, -1.6435], [-3.7580, -7.0142, -2.0155], [-1.9148, -7.4817, -0.4290], [-1.4311, -6.9844, -2.8447], [-0.1549, -1.9546, 2.5383], [-0.5735, -0.8558, 2.0397], [-0.4469, -2.3873, 3.8781], [0.2074, -3.4897, 4.3955], [-1.4195, -1.6332, 4.7899], [-0.6215, -0.6279, 5.6303], [-2.1579, -2.5954, 5.7427], [-2.4967, -0.8849, 4.0005], [3.2312, -7.0255, 3.9386], [3.4037, -5.6096, 2.8996], [2.0714, -6.7418, 2.6354], [1.3501, -7.2310, 5.5240], [0.1416, -6.8293, 4.2935], [0.2306, -5.8921, 5.7843], [3.3008, -5.6561, 5.9404], [2.1618, -4.3267, 6.1908], [3.4400, -4.1671, 4.9895], [1.8790, -4.5745, 1.6860], [-0.0336, -5.2840, -0.9137], [-4.2018, -4.6362, -1.5878], [-4.0237, -1.2317, -3.0634], [-3.1385, -0.3429, -1.8167], [-4.8816, -0.1093, -1.9918], [-5.5755, -3.0796, -2.4077], [-6.4274, -1.9512, -1.3558], [-5.8370, -3.4772, -0.6969], [-3.5027, -0.8569, 0.6195], [-4.5701, -2.1844, 1.0967], [-5.2539, -0.6922, 0.4235], [-4.4407, -6.8185, -1.1918], [-3.8006, -8.0790, -2.2497], [-4.0908, -6.4592, -2.8900], [-2.5437, -7.2315, 0.4236], [-0.8815, -7.2952, -0.1506], [-2.0326, -8.5444, -0.6495], [-1.7429, -6.4031, -3.7104], [-1.5145, -8.0450, -3.0873], [-0.3902, -6.7526, -2.6391], [0.0313, -3.7387, 5.4329], [0.1633, -1.1395, 6.1856], [-1.2715, -0.1033, 6.3335], [-0.1568, 0.1016, 4.9763], [-1.5436, -2.9067, 6.5865], [-2.4751, -3.4841, 5.2041], [-3.0420, -2.1016, 6.1474], [-2.0364, -0.2047, 3.2967], [-3.1428, -0.3239, 4.6792], [-3.1064, -1.5865, 3.4366], [-2.0522, 1.2553, -3.9674], [-2.5266, 2.4769, -3.7085], [-3.1609, 3.1822, -4.7335], [-3.6401, 4.4592, -4.5245], [-3.5049, 5.0579, -3.2810], [-2.9117, 4.3564, -2.2466], [-2.4162, 3.0737, -2.4355], [-1.7269, 2.3315, -1.3460], [-1.1078, 1.2703, -1.6407], [-1.8049, 2.8720, -0.1449], [-1.1007, 2.2121, 0.8123], [-1.1885, 2.6713, 1.9845], [-0.2936, 2.0076, 3.3218], [-0.6486, 3.4220, 4.4472], [-2.0746, 3.8388, 4.1843], [-2.2312, 4.0975, 2.3766], [-1.5966, 0.9671, -3.1029], [-3.2694, 2.6993, -5.6928], [-4.1136, 4.9941, -5.3399], [-3.8532, 6.0708, -3.1253], [-2.8237, 4.7913, -1.2627], [0.0434, 4.2363, 4.2234], [-0.4879, 3.0658, 5.4635], [-2.3361, 4.7740, 4.6800], [-2.7719, 3.0539, 4.4861], [1.6786, 0.7333, -1.0976], [2.5355, 1.7866, -1.7890], [2.2540, 3.4137, -1.3579], [1.4877, 3.6744, -0.1704], [2.3581, 4.2539, 0.9440], [3.0918, 5.5007, 0.4543], [3.8718, 5.1643, -0.8131], [2.9266, 4.5753, -1.8655], [4.2308, 1.5271, -1.6678], [4.6997, 0.8839, -0.4731], [5.5935, -0.3245, -0.8060], [6.3625, -0.0809, -2.1116], [6.6049, 1.4122, -2.2990], [5.2665, 2.1509, -2.4581], [2.4974, 1.9632, -3.5108], [2.7476, 0.6869, -4.1593], [1.4512, -0.0253, -4.5253], [0.6779, 0.7806, -5.5748], [0.9708, 2.2763, -5.4197], [1.2729, 2.6140, -3.9681], [1.0611, 2.7184, 0.1511], [0.6628, 4.3646, -0.4005], [3.0918, 3.4973, 1.2323], [1.7407, 4.4918, 1.8139], [3.7757, 5.8673, 1.2291], [2.3682, 6.2936, 0.2393], [4.6286, 4.4186, -0.5626], [4.3760, 6.0543, -1.2033], [3.4766, 4.3000, -2.7665], [2.1792, 5.3424, -2.1303], [3.8106, 0.5539, 0.0669], [5.2563, 1.5883, 0.1692], [4.9755, -1.2177, -0.9075], [6.2933, -0.4904, 0.0184], [5.7776, -0.4463, -2.9577], [7.3147, -0.6219, -2.1023], [7.2311, 1.5926, -3.1790], [7.1416, 1.7978, -1.4266], [4.9532, 2.1385, -3.5049], [5.4321, 3.2022, -2.1724], [3.3094, 0.0658, -3.4557], [3.3633, 0.8473, -5.0618], [0.8702, -0.1079, -3.6057], [1.6559, -1.0369, -4.8877], [-0.3899, 0.6020, -5.4503], [0.9613, 0.4608, -6.5829], [0.1140, 2.8693, -5.7478], [1.8298, 2.5630, -6.0345], [0.4227, 2.3310, -3.3389], [1.4041, 3.6956, -3.8699], [1.7802, 0.3120, 1.7427], [2.7005, 0.7478, 2.3037], [3.7693, 1.2347, 3.0398], [3.6167, 2.3712, 3.8740], [4.6519, 2.8008, 4.6647], [5.8719, 2.1205, 4.6781], [6.0358, 1.0042, 3.8562], [5.0195, 0.5702, 3.0447], [2.6660, 2.8844, 3.8737], [4.5237, 3.6783, 5.2899], [6.6801, 2.4502, 5.3159], [6.9820, 0.4759, 3.8532], [5.1485, -0.2903, 2.4063]]
}

no.,E_tot (hartree)
1,-478.754323
2,-7824.004308